A | Density functional theory data (ωB97M-V/def2-TZVPD) for a single C4H11O2P molecule.

For the HOMO energy, the calculation gives -9.3 eV. Its structure (SMILES) is C[PH](C)(C)OC=O. The orbital gap is 0.3704 Ha.

The geometry in ORCA input format:
```
! RIJCOSX wB97M-V def2-TZVPD def2/J DEFGRID3
* xyz 0 1
P 0.4385 -0.2661 0.5045
O -1.4818 -0.1661 0.8844
O -2.5700 1.2625 -0.5821
C 2.2082 -0.7898 0.5954
C -0.3143 -0.9928 -1.1262
C -2.5035 0.3410 0.2469
C 0.3725 1.4619 0.1317
H 0.7716 1.4970 -0.9711
H -3.5073 0.0811 0.7240
H -1.2393 -1.5414 -1.0796
H 0.9613 2.1147 0.7067
H 2.5112 -0.8079 -0.5409
H -0.7007 1.6840 0.0701
H 2.6458 -1.7076 1.0683
H 0.1962 -0.5230 1.8651
H 0.2162 -1.6094 -1.8065
H 2.6886 0.2005 0.9013
H -0.6932 -0.2386 -1.5920
*
```

***

B | Density functional theory data (ωB97M-V/def2-TZVPD) for a single C4H11O2P molecule.

For the HOMO energy, the calculation gives -9.5 eV. Its structure (SMILES) is C[PH](C)(C)OC=O. The orbital gap is 0.3807 Ha.

The geometry in ORCA input format:
```
! RIJCOSX wB97M-V def2-TZVPD def2/J DEFGRID3
* xyz 0 1
P 0.0116 -0.0006 -0.3199
O -1.5988 -0.2580 -1.2984
O -2.9711 0.2102 0.3886
C -0.5705 1.5352 0.5375
C -0.2410 -1.8313 0.0855
C 1.7251 0.2410 0.5904
C -2.7535 -0.0371 -0.7555
H 0.4169 -0.0671 -1.5942
H 0.1874 2.2894 0.2386
H 0.4328 -2.4164 0.7308
H -0.4614 -2.2010 -0.8736
H 2.3951 -0.3302 0.0146
H -1.6200 1.7611 0.1974
H 2.0217 1.3812 0.5475
H 1.7424 -0.1648 1.5412
H -0.4315 1.3164 1.6430
H -3.5379 -0.1587 -1.5821
H -1.2870 -1.8916 0.4899
*
```

***

Which one is most stable, and which one is least stable? B is the most stable of them, while A is the least stable.

***

A | Density functional theory data (ωB97M-V/def2-TZVPD) for 10 unconnected molecules or ions with the total composition BF4H18O9.

For the HOMO energy, the calculation gives -7.4 eV. The orbital gap is 0.3749 Ha.

The geometry in ORCA input format:
```
! RIJCOSX wB97M-V def2-TZVPD def2/J DEFGRID3
* xyz -1 1
F 0.2937 -0.1995 0.2446
F -1.2933 -0.9795 -1.2784
F -1.8373 -0.4445 0.9576
F -0.4583 -2.1725 0.5506
O 0.6717 -3.5095 -1.7774
O 2.3107 -0.8565 -1.5474
O 0.0317 1.0525 -3.0834
O 1.2127 -1.5625 -3.7724
O 2.0067 0.9695 1.7996
O -0.6593 2.4155 -0.5444
O -3.3213 1.6855 1.8866
O -0.4423 2.4035 2.3766
O -0.7193 -0.4475 3.7686
B -0.8623 -0.9305 0.0766
H 2.0757 1.6875 1.1826
H 0.2977 1.7885 2.3586
H -2.6153 2.3255 1.8596
H 1.7157 -0.9285 -0.8074
H -1.5273 -0.8135 4.0436
H -0.6603 1.6685 -0.0324
H 0.3247 -1.6155 -3.4554
H 0.1427 1.4635 -2.2454
H 0.7197 0.4215 -3.2544
H -1.5143 2.4405 -0.9474
H -0.3933 -0.8525 3.0026
H 3.1127 -1.3235 -1.2774
H -2.9533 0.8635 1.6496
H -0.1133 -3.3805 -1.2054
H 1.4407 -3.3635 -1.2644
H -0.0393 3.2285 2.4236
H 1.4197 0.4045 1.2426
H 1.6337 -1.4375 -2.9314
*
```

***

B | Density functional theory data (ωB97M-V/def2-TZVPD) for 10 unconnected molecules or ions with the total composition BF4H18O9.

For the HOMO energy, the calculation gives -7.2 eV. The orbital gap is 0.3543 Ha.

The geometry in ORCA input format:
```
! RIJCOSX wB97M-V def2-TZVPD def2/J DEFGRID3
* xyz -1 1
F 0.2011 1.4286 0.0696
F -1.0889 0.8126 -1.6534
F 1.1901 1.4346 -1.8874
F 0.6101 -0.5684 -0.8374
O 0.2481 -3.5904 -0.9014
O -1.1499 -0.0164 1.5536
O -3.5359 2.2926 -0.0764
O -1.2529 3.9816 0.0236
O 2.8041 2.6876 -0.1934
O 2.9711 -2.4464 -1.4334
O 0.7361 0.5366 3.4906
O -1.9359 -1.8694 -1.0574
O 0.5271 -2.1364 1.5746
B 0.2181 0.7856 -1.1504
H 1.0931 -0.0904 4.1266
H 0.3431 0.0826 2.7116
H -2.0999 -2.5104 -1.7364
H -0.7329 4.7516 0.0026
H -3.0179 3.0976 -0.0344
H -3.0549 1.6546 -0.6424
H -0.4399 -4.2974 -1.0994
H -0.7019 -0.8224 1.3096
H 2.0521 -2.3554 -1.2944
H -0.2969 -2.7954 -0.8154
H 2.9941 -3.3754 -1.5324
H 1.4331 -1.8104 1.7066
H 0.5461 -2.6664 0.7586
H 2.3231 2.4806 0.5736
H 2.1521 2.5146 -0.8494
H -0.8029 0.6236 0.9586
H -1.5909 -1.0534 -1.4094
H -0.7399 3.2396 -0.2544
*
```

***

C | Density functional theory data (ωB97M-V/def2-TZVPD) for 10 unconnected molecules or ions with the total composition BF4H18O9.

For the HOMO energy, the calculation gives -7.8 eV. The orbital gap is 0.3673 Ha.

The geometry in ORCA input format:
```
! RIJCOSX wB97M-V def2-TZVPD def2/J DEFGRID3
* xyz -1 1
F 0.6658 0.8840 -1.1861
F 1.8688 -0.6019 0.0113
F 0.5961 -1.2859 -1.6655
F -0.3896 -0.5266 0.1481
O 2.9045 -4.1869 2.9153
O -5.5117 -2.7751 -0.4032
O -2.1555 3.6953 -3.3172
O 4.1147 5.5494 -3.1305
O 4.3025 2.6252 3.1754
O -5.2451 1.5619 -0.7100
O 6.2299 -1.3130 -2.2543
O -2.6990 -5.7822 2.1758
O -2.6496 2.0232 2.9871
B 0.7006 -0.4076 -0.6329
H -2.3856 -5.0602 1.6311
H 6.3274 -0.3900 -2.4886
H -3.0116 1.6543 3.7927
H -5.4110 0.6213 -0.7733
H -3.5945 -5.5366 2.4079
H -6.2782 -3.3437 -0.4771
H 3.0464 -3.7069 3.7313
H 3.6245 1.9655 3.3213
H -4.5845 1.6433 -0.0221
H -2.8392 3.0944 -3.0211
H 5.6300 -1.6654 -2.9116
H 3.7709 6.1438 -3.7974
H -1.3358 3.2623 -3.0788
H -2.0218 1.3674 2.6837
H 4.9607 2.1792 2.6425
H 3.3939 4.9450 -2.9532
H 2.8664 -3.5083 2.2413
H -4.8906 -3.1255 -1.0417
*
```

***

Which one is most stable, and which one is least stable? B is the most stable of them, while C is the least stable.

***

A | Density functional theory data (ωB97M-V/def2-TZVPD) for 13 unconnected molecules or ions with the total composition C17H60O13.

For the HOMO energy, the calculation gives -10.0 eV. The orbital gap is 0.3890 Ha.

The geometry in ORCA input format:
```
! RIJCOSX wB97M-V def2-TZVPD def2/J DEFGRID3
* xyz 0 1
O -3.0116 1.6327 -1.6607
O -2.5806 -2.0595 3.8611
O 0.4036 -5.7731 -0.4878
O 3.4438 -1.1448 -4.3094
O 1.1518 4.0941 3.8564
O 1.7380 4.4860 1.1171
O -0.8512 -1.9636 -1.3781
O -2.3232 3.4337 0.1889
O 2.1330 0.0962 2.4110
O 1.8428 -2.8941 -1.5269
O -0.0508 -0.1165 4.0605
O -1.5648 -0.1087 -3.2402
O 2.8166 -2.0639 1.0747
C -2.1338 -3.3379 3.4424
C -2.1471 -0.8570 -4.2922
C 2.2131 -0.4369 -3.8338
C 1.6666 0.3135 -4.9989
C 3.5896 -2.8331 1.9548
C -1.1011 -1.4757 -0.0800
C 2.9319 1.2304 2.6756
C -3.3966 4.0938 0.8211
C -0.5725 1.2219 4.3029
C 2.1831 -3.7950 -2.5989
C 2.5681 0.3313 -2.5504
C -0.7707 -6.0263 -1.2991
C -4.0768 2.2814 -2.4388
C -0.3884 -0.1419 0.2356
C 1.0846 5.3686 4.4977
C 0.8260 5.3322 0.3874
C -2.6624 -1.4059 -0.0415
H -0.2162 0.3269 -0.7420
H -0.7102 1.3124 5.4514
H -4.3873 3.5445 0.6813
H -0.5061 -6.1855 -2.3372
H 3.2301 1.1238 -2.9265
H -0.2308 5.0253 0.4981
H 0.8289 6.1556 3.7654
H 1.2413 -4.0550 -3.0503
H 2.5274 -2.8970 -0.8224
H 0.0528 -2.3230 -1.4648
H 3.1061 -0.1564 -1.7010
H 1.9143 5.5616 5.1159
H -1.5303 1.3444 3.8093
H 0.6155 0.5117 -4.8796
H 1.2423 3.6718 1.2923
H 0.2220 5.2545 5.1772
H -2.9093 -0.6367 -0.7718
H -3.8633 3.3348 -2.6418
H 2.1672 1.2804 -5.1877
H 3.6104 -3.8338 1.5988
H -2.9688 -4.0523 3.4486
H -1.1965 -0.6912 -2.5530
H -0.7729 -0.7675 4.0519
H 3.8089 1.2227 2.0888
H 2.5646 -1.2554 1.5303
H -5.0013 2.2387 -1.9053
H -2.7433 2.8180 -0.3971
H 2.4877 -4.7240 -2.1329
H 1.6860 -0.3087 -5.8973
H 1.8041 0.8992 -1.9990
H 1.5445 -1.2662 -3.6083
H 4.1479 -0.5809 -4.4938
H -2.3923 1.2108 -2.2430
H -0.9869 0.4830 0.8525
H -3.3009 4.1710 1.8913
H -3.2223 -1.7408 3.2354
H 2.4184 2.1302 2.4048
H -3.5667 5.1197 0.4298
H 0.7213 -4.9149 -0.7650
H -1.4718 -5.1750 -1.2608
H 0.5174 -0.3481 0.7270
H 3.1493 -2.8697 2.9628
H -3.2074 -2.3543 -0.2266
H 1.1111 5.2886 -0.6521
H -1.4777 -3.7296 4.1775
H -1.8889 -1.9763 -4.1444
H 0.1399 1.9960 3.9367
H -3.0065 -0.9627 0.9196
H 4.6324 -2.5462 2.1574
H -1.2351 -6.9449 -0.9211
H 1.6524 4.2505 3.0507
H -1.6534 -3.2239 2.4640
H -3.1952 -0.8778 -4.0707
H 1.2854 0.1872 2.8704
H 3.2296 1.3854 3.7274
H 0.8997 6.3359 0.6976
H -0.7776 -2.2989 0.5823
H 2.9012 -3.3112 -3.2150
H -1.8831 -0.5081 -5.2657
H -4.1194 1.8498 -3.4709
*
```

***

B | Density functional theory data (ωB97M-V/def2-TZVPD) for 13 unconnected molecules or ions with the total composition C17H60O13.

For the HOMO energy, the calculation gives -9.2 eV. The orbital gap is 0.3291 Ha.

The geometry in ORCA input format:
```
! RIJCOSX wB97M-V def2-TZVPD def2/J DEFGRID3
* xyz 0 1
O -2.0641 -3.1513 -3.2004
O 3.4061 3.8434 0.1173
O -2.8527 3.3568 0.0998
O -0.5862 -0.0520 5.0590
O 4.3638 2.5595 2.6682
O -2.5141 -0.5445 -3.5865
O -0.6794 2.3098 1.4481
O 1.7270 -0.9001 -3.2586
O 2.1425 -2.1681 0.6802
O -4.6892 -1.1843 3.2885
O -2.8556 -4.2434 -0.9827
O 4.8652 1.0532 -0.7370
O 0.7774 0.1934 0.7640
C 2.0852 3.5727 0.2188
C 0.6771 0.0958 4.5078
C -2.7348 -0.0618 2.3180
C 1.2865 3.6091 -1.0416
C -3.5420 -1.3237 2.4855
C -1.6197 -2.5831 0.0772
C 3.6075 0.5084 -0.7487
C 0.1715 0.0303 -0.4989
C 1.9022 -1.3867 -4.5626
C 3.3404 1.6350 2.8906
C -0.6962 -3.2479 -3.2098
C -0.5016 2.7312 2.7388
C -2.4564 -3.7894 0.2381
C -1.2844 -0.0105 -3.9436
C -2.9675 2.4000 -0.9378
C 1.2951 -2.7666 1.6495
C -1.4183 1.4653 -4.3427
H -1.3084 -2.2837 1.0668
H -0.7547 -2.8121 -0.6108
H -1.0433 3.6425 2.8041
H -3.0753 -2.2227 2.8375
H 0.6381 -2.0526 2.1863
H -0.4069 1.9250 -4.3227
H 2.7211 -2.8589 0.3848
H 1.0009 1.1197 4.8659
H 0.7022 0.6695 -1.1670
H -5.4538 -1.6480 2.9233
H -2.2916 -3.1215 -2.2834
H -1.7376 -0.2928 1.8405
H -0.2289 -4.1125 -2.6912
H 1.5242 4.2956 0.8372
H 2.4905 2.2754 3.0355
H 5.1905 2.0298 2.6664
H -3.5751 -4.8292 -0.7275
H -0.0395 1.6475 1.2339
H -1.7616 1.5786 -5.3744
H 1.8561 -3.2807 2.4067
H 5.0524 1.1425 0.1957
H 1.0027 -1.7240 -5.0765
H -2.0890 -1.7957 -0.4788
H -2.5794 0.4811 3.2618
H -3.2568 -3.6295 0.9955
H -0.7943 -0.7301 -4.5541
H -2.0681 3.1400 0.5961
H 3.5375 1.2025 3.8773
H 3.8834 3.6601 0.9608
H 1.1350 4.6688 -1.3771
H 1.9497 3.1428 -1.7484
H 2.2622 -0.5059 -5.0954
H -3.2617 0.6257 1.6091
H 0.5463 3.1229 2.6652
H 2.9388 1.0676 -0.1565
H 2.1342 -1.5965 -2.6946
H 3.2766 0.5965 -1.8051
H -1.9454 2.1061 -1.2880
H -2.1112 1.9565 -3.6676
H -0.1362 -2.3460 -2.9177
H -0.4525 0.1554 5.9868
H -0.8891 0.1751 -0.4057
H -0.7294 1.9986 3.4411
H -1.9224 -4.6133 0.6885
H -0.6807 0.0785 -3.1013
H 3.1301 0.9121 2.0705
H 1.2171 -0.6609 0.9153
H -3.2727 1.5018 -0.5222
H -2.3284 -1.4771 -3.4528
H 0.3803 3.0263 -0.9710
H -0.4809 -3.4629 -4.2676
H 3.5712 -0.4927 -0.3351
H 0.2350 -0.9400 -0.9451
H 0.8897 -0.1689 3.4446
H 0.6642 -3.5895 1.2115
H -3.5637 2.7945 -1.7585
H 2.7359 -2.0039 -4.6773
H -3.9474 -1.5984 1.5146
H 1.3602 -0.4819 5.0321
H 1.9748 2.6427 0.7192
*
```

***

Which one is most stable, and which one is least stable? A is the most stable of them, while B is the least stable.

***

A | Density functional theory data (ωB97M-V/def2-TZVPD) for 2 unconnected molecules or ions with the total composition C3H7BN2O2.

For the HOMO energy, the calculation gives -9.0 eV. The orbital gap is 0.3472 Ha.

The geometry in ORCA input format:
```
! RIJCOSX wB97M-V def2-TZVPD def2/J DEFGRID3
* xyz 0 1
O -0.5177 -2.1591 -0.2872
O 0.1195 -1.6503 2.0176
N -0.6418 2.1936 1.3605
N 0.3297 -0.0328 -2.0731
C 0.7673 0.0661 0.1754
C 1.1338 0.4040 -1.1674
C -0.8568 1.3521 0.4624
B 0.0902 -1.3609 0.6438
H 0.5339 0.2556 -3.0256
H 1.5654 0.3456 0.8322
H -1.5651 2.6718 1.6807
H -1.7985 1.0416 -0.1369
H 1.9034 1.0097 -1.3727
H -0.3501 -2.4834 2.0769
H -0.7131 -1.6537 -1.1867
*
```

***

B | Density functional theory data (ωB97M-V/def2-TZVPD) for a single C3H7BN2O2 molecule.

For the HOMO energy, the calculation gives -9.1 eV. Its structure (SMILES) is [H]/N=C/C(/C=N/[H])B(O)O. The orbital gap is 0.3371 Ha.

The geometry in ORCA input format:
```
! RIJCOSX wB97M-V def2-TZVPD def2/J DEFGRID3
* xyz 0 1
O -2.2366 -0.8236 -1.1207
O -1.7119 -0.0546 1.1653
N 1.6974 -1.6699 -0.9913
N 1.2708 1.5792 1.2300
C 1.2920 -0.7687 -0.2509
C 0.3140 0.2715 -0.6257
C 0.5198 1.4822 0.2305
B -1.4635 -0.3216 -0.1519
H 1.4270 -0.7029 0.8407
H 1.3563 2.6518 1.4738
H 2.2311 -2.3721 -0.4685
H -0.0786 2.2749 -0.2876
H 0.3459 0.6393 -1.5855
H -2.4647 -0.4572 1.7002
H -2.4990 -1.7284 -1.1585
*
```

***

Which one is most stable, and which one is least stable? B is the most stable of them, while A is the least stable.